Entry from OMol25: a cluster of 20 separate species, C80H220N20O20 in total in a non-equilibrium geometry (ωB97M-V with the def2-TZVPD basis set).

Output
* ΔE to the lowest compared entry with this formula, charge and spin: 223.3 kcal/mol
* spin multiplicity: 1
* LUMO: 0.07 eV
* maximum force: 0.072 Eh/bohr
* M: 1782.760 g/mol

Last columns: bonded neighbours and bond lengths (Å).
Positions of all 340 atoms, in Å:
1 C 4.501 1.694 -3.906  C2 1.528, H7 1.090, H8 1.090, H9 1.090
2 C 4.859 1.098 -5.267  C1 1.528, C3 1.567, N6 1.430, H10 1.090
3 C 5.888 -0.073 -5.103  C2 1.567, O4 1.435, H11 1.090, H12 1.090
4 O 6.335 -0.505 -6.397  C3 1.435, C5 1.411
5 C 7.073 -1.707 -6.347  O4 1.411, H13 1.090, H14 1.090, H15 1.090
6 N 3.627 0.664 -5.849  C2 1.430, H16 1.010, H17 1.010
7 H 3.837 2.546 -4.053  C1 1.090
8 H 5.400 2.008 -3.375  C1 1.090
9 H 4.019 1.002 -3.215  C1 1.090
10 H 5.254 1.923 -5.861  C2 1.090
11 H 5.423 -0.882 -4.540  C3 1.090
12 H 6.715 0.280 -4.487  C3 1.090
13 H 7.057 -1.934 -7.413  C5 1.090
14 H 6.600 -2.504 -5.773  C5 1.090
15 H 8.123 -1.602 -6.073  C5 1.090
16 H 3.248 -0.101 -5.309  N6 1.010
17 H 3.693 0.192 -6.740  N6 1.010
18 C -5.252 3.917 5.559  C19 1.507, H24 1.090, H25 1.090, H26 1.090
19 C -3.921 3.996 4.858  C18 1.507, C20 1.526, N23 1.468, H27 1.090
20 C -3.995 3.424 3.446  C19 1.526, O21 1.446, H28 1.090, H29 1.090
21 O -5.035 4.155 2.755  C20 1.446, C22 1.414
22 C -5.448 3.506 1.568  O21 1.414, H30 1.090, H31 1.090, H32 1.090
23 N -3.555 5.417 4.908  C19 1.468, H33 1.010, H34 1.010
24 H -5.509 2.861 5.649  C18 1.090
25 H -6.020 4.504 5.055  C18 1.090
26 H -5.225 4.368 6.551  C18 1.090
27 H -3.179 3.439 5.430  C19 1.090
28 H -4.342 2.391 3.416  C20 1.090
29 H -3.040 3.430 2.921  C20 1.090
30 H -6.331 4.034 1.207  C22 1.090
31 H -5.657 2.442 1.681  C22 1.090
32 H -4.626 3.527 0.854  C22 1.090
33 H -2.642 5.687 4.570  N23 1.010
34 H -4.169 5.865 4.243  N23 1.010
35 C 3.456 -2.589 -6.840  C36 1.516, H41 1.090, H42 1.090, H43 1.090
36 C 3.893 -2.139 -8.221  C35 1.516, C37 1.558, N40 1.474, H44 1.090
37 C 2.838 -2.257 -9.361  C36 1.558, O38 1.384, H45 1.090, H46 1.090
38 O 3.450 -2.081 -10.590  C37 1.384, C39 1.410
39 C 3.966 -3.136 -11.371  O38 1.410, H47 1.090, H48 1.090, H49 1.090
40 N 4.431 -0.776 -8.064  C36 1.474, H50 1.010, H51 1.010
41 H 2.967 -3.562 -6.886  C35 1.090
42 H 2.716 -1.907 -6.421  C35 1.090
43 H 4.336 -2.577 -6.198  C35 1.090
44 H 4.688 -2.723 -8.684  C36 1.090
45 H 2.174 -1.397 -9.276  C37 1.090
46 H 2.168 -3.114 -9.295  C37 1.090
47 H 3.344 -4.025 -11.476  C39 1.090
48 H 4.876 -3.541 -10.927  C39 1.090
49 H 4.328 -2.748 -12.323  C39 1.090
50 H 5.042 -0.573 -8.842  N40 1.010
51 H 5.082 -0.790 -7.292  N40 1.010
52 C -0.027 -2.363 -4.275  C53 1.533, H58 1.090, H59 1.090, H60 1.090
53 C -1.524 -2.064 -4.129  C52 1.533, C54 1.550, N57 1.437, H61 1.090
54 C -2.308 -3.027 -3.204  C53 1.550, O55 1.480, H62 1.090, H63 1.090
55 O -3.708 -2.561 -3.318  C54 1.480, C56 1.375
56 C -4.425 -3.485 -4.042  O55 1.375, H64 1.090, H65 1.090, H66 1.090
57 N -1.628 -0.753 -3.548  C53 1.437, H67 1.010, H68 1.010
58 H 0.048 -3.401 -4.599  C52 1.090
59 H 0.448 -2.376 -3.294  C52 1.090
60 H 0.324 -1.586 -4.954  C52 1.090
61 H -2.151 -1.983 -5.017  C53 1.090
62 H -2.028 -3.034 -2.151  C54 1.090
63 H -2.070 -4.017 -3.594  C54 1.090
64 H -4.220 -3.480 -5.113  C56 1.090
65 H -5.471 -3.180 -4.017  C56 1.090
66 H -4.352 -4.514 -3.692  C56 1.090
67 H -1.013 -0.628 -2.756  N57 1.010
68 H -2.558 -0.669 -3.164  N57 1.010
69 C 2.722 9.237 -2.162  C70 1.557, H75 1.090, H76 1.090, H77 1.090
70 C 1.737 8.032 -2.143  C69 1.557, C71 1.532, N74 1.478, H78 1.090
71 C 2.162 6.907 -1.193  C70 1.532, O72 1.418, H79 1.090, H80 1.090
72 O 3.482 6.420 -1.375  C71 1.418, C73 1.414
73 C 3.747 5.592 -2.488  O72 1.414, H81 1.090, H82 1.090, H83 1.090
74 N 0.382 8.539 -1.839  C70 1.478, H84 1.010, H85 1.010
75 H 3.003 9.409 -1.123  C69 1.090
76 H 2.254 10.176 -2.460  C69 1.090
77 H 3.671 9.014 -2.648  C69 1.090
78 H 1.645 7.677 -3.170  C70 1.090
79 H 1.476 6.064 -1.113  C71 1.090
80 H 2.136 7.346 -0.196  C71 1.090
81 H 4.766 5.783 -2.826  C73 1.090
82 H 3.192 5.724 -3.417  C73 1.090
83 H 3.636 4.624 -1.999  C73 1.090
84 H -0.164 7.845 -1.350  N74 1.010
85 H -0.140 8.718 -2.685  N74 1.010
86 C 3.475 -2.185 8.885  C87 1.502, H92 1.090, H93 1.090, H94 1.090
87 C 2.262 -3.016 8.579  C86 1.502, C88 1.606, N91 1.428, H95 1.090
88 C 2.239 -3.715 7.134  C87 1.606, O89 1.412, H96 1.090, H97 1.090
89 O 2.153 -2.790 6.070  C88 1.412, C90 1.407
90 C 1.806 -3.316 4.812  O89 1.407, H98 1.090, H99 1.090, H100 1.090
91 N 1.909 -3.786 9.729  C87 1.428, H101 1.010, H102 1.010
92 H 4.271 -2.841 9.236  C86 1.090
93 H 3.463 -1.539 9.763  C86 1.090
94 H 3.961 -1.675 8.053  C86 1.090
95 H 1.356 -2.412 8.519  C87 1.090
96 H 1.328 -4.310 7.080  C88 1.090
97 H 3.071 -4.409 7.011  C88 1.090
98 H 0.740 -3.359 4.591  C90 1.090
99 H 2.232 -4.311 4.688  C90 1.090
100 H 2.357 -2.728 4.078  C90 1.090
101 H 1.925 -3.144 10.509  N91 1.010
102 H 2.705 -4.407 9.754  N91 1.010
103 C 0.854 2.278 8.343  C104 1.597, H109 1.090, H110 1.090, H111 1.090
104 C 0.900 1.106 7.260  C103 1.597, C105 1.626, N108 1.441, H112 1.090
105 C 2.410 1.032 6.660  C104 1.626, O106 1.461, H113 1.090, H114 1.090
106 O 2.305 0.606 5.267  C105 1.461, C107 1.425
107 C 3.521 0.524 4.528  O106 1.425, H115 1.090, H116 1.090, H117 1.090
108 N 0.476 -0.161 7.798  C104 1.441, H118 1.010, H119 1.010
109 H 1.448 2.145 9.247  C103 1.090
110 H -0.206 2.371 8.579  C103 1.090
111 H 1.233 3.223 7.951  C103 1.090
112 H 0.259 1.409 6.432  C104 1.090
113 H 3.054 0.310 7.161  C105 1.090
114 H 2.945 1.980 6.604  C105 1.090
115 H 4.006 -0.427 4.744  C107 1.090
116 H 4.165 1.376 4.747  C107 1.090
117 H 3.274 0.678 3.478  C107 1.090
118 H 1.016 -0.421 8.611  N108 1.010
119 H 0.598 -0.911 7.133  N108 1.010
120 C -5.070 0.681 -2.709  C121 1.581, H126 1.090, H127 1.090, H128 1.090
121 C -5.538 1.761 -1.654  C120 1.581, C122 1.622, N125 1.450, H129 1.090
122 C -4.949 3.244 -1.941  C121 1.622, O123 1.434, H130 1.090, H131 1.090
123 O -3.543 3.376 -1.686  C122 1.434, C124 1.422
124 C -2.669 2.792 -2.643  O123 1.422, H132 1.090, H133 1.090, H134 1.090
125 N -6.977 1.804 -1.830  C121 1.450, H135 1.010, H136 1.010
126 H -3.998 0.481 -2.699  C120 1.090
127 H -5.405 0.900 -3.723  C120 1.090
128 H -5.492 -0.282 -2.423  C120 1.090
129 H -5.269 1.541 -0.621  C121 1.090
130 H -5.519 3.991 -1.389  C122 1.090
131 H -5.107 3.494 -2.990  C122 1.090
132 H -3.167 2.463 -3.556  C124 1.090
133 H -2.141 1.916 -2.266  C124 1.090
134 H -1.973 3.575 -2.945  C124 1.090
135 H -7.177 2.343 -2.660  N125 1.010
136 H -7.339 0.863 -1.886  N125 1.010
137 C -3.659 -6.979 4.200  C138 1.564, H143 1.090, H144 1.090, H145 1.090
138 C -4.643 -6.281 3.205  C137 1.564, C139 1.516, N142 1.463, H146 1.090
139 C -4.196 -6.448 1.766  C138 1.516, O140 1.493, H147 1.090, H148 1.090
140 O -2.950 -5.638 1.632  C139 1.493, C141 1.391
141 C -2.468 -5.693 0.328  O140 1.391, H149 1.090, H150 1.090, H151 1.090
142 N -5.990 -6.836 3.343  C138 1.463, H152 1.010, H153 1.010
143 H -3.923 -6.851 5.250  C137 1.090
144 H -2.649 -6.574 4.138  C137 1.090
145 H -3.477 -8.005 3.880  C137 1.090
146 H -4.781 -5.212 3.368  C138 1.090
147 H -4.975 -6.197 1.046  C139 1.090
148 H -3.987 -7.515 1.679  C139 1.090
149 H -1.888 -4.818 0.035  C141 1.090
150 H -3.199 -5.748 -0.478  C141 1.090
151 H -1.685 -6.450 0.281  C141 1.090
152 H -6.445 -6.299 4.067  N142 1.010
153 H -6.568 -6.468 2.601  N142 1.010
154 C -0.786 1.056 -7.082  C155 1.574, H160 1.090, H161 1.090, H162 1.090
155 C -1.059 2.559 -6.707  C154 1.574, C156 1.493, N159 1.435, H163 1.090
156 C -0.136 3.041 -5.637  C155 1.493, O157 1.484, H164 1.090, H165 1.090
157 O 0.106 4.502 -5.541  C156 1.484, C158 1.445
158 C 0.987 4.961 -4.490  O157 1.445, H166 1.090, H167 1.090, H168 1.090
159 N -0.898 3.327 -7.908  C155 1.435, H169 1.010, H170 1.010
160 H 0.295 0.922 -7.052  C154 1.090
161 H -1.170 0.707 -8.041  C154 1.090
162 H -1.179 0.399 -6.306  C154 1.090
163 H -2.059 2.848 -6.384  C155 1.090
164 H 0.847 2.641 -5.886  C156 1.090
165 H -0.418 2.728 -4.632  C156 1.090
166 H 1.222 5.949 -4.886  C158 1.090
167 H 1.898 4.393 -4.300  C158 1.090
168 H 0.549 4.981 -3.492  C158 1.090
169 H 0.086 3.173 -8.079  N159 1.010
170 H -1.019 4.327 -7.850  N159 1.010
171 C -4.811 -2.765 0.228  C172 1.540, H177 1.090, H178 1.090, H179 1.090
172 C -6.297 -2.374 0.333  C171 1.540, C173 1.541, N176 1.445, H180 1.090
173 C -7.057 -3.155 1.422  C172 1.541, O174 1.461, H181 1.090, H182 1.090
174 O -7.040 -4.612 1.310  C173 1.461, C175 1.399
175 C -7.807 -5.213 0.306  O174 1.399, H183 1.090, H184 1.090, H185 1.090
176 N -6.363 -0.950 0.571  C172 1.445, H186 1.010, H187 1.010
177 H -4.526 -3.816 0.202  C171 1.090
178 H -4.190 -2.509 1.087  C171 1.090
179 H -4.377 -2.369 -0.689  C171 1.090
180 H -6.766 -2.561 -0.634  C172 1.090
181 H -7.949 -2.542 1.553  C173 1.090
182 H -6.510 -2.989 2.350  C173 1.090
183 H -7.540 -4.910 -0.707  C175 1.090
184 H -8.869 -5.121 0.535  C175 1.090
185 H -7.546 -6.267 0.215  C175 1.090
186 H -6.169 -0.749 1.542  N176 1.010
187 H -5.705 -0.460 -0.017  N176 1.010
188 C -1.772 5.333 0.778  C189 1.501, H194 1.090, H195 1.090, H196 1.090
189 C -2.488 6.642 0.617  C188 1.501, C190 1.575, N193 1.436, H197 1.090
190 C -3.184 7.026 -0.742  C189 1.575, O191 1.398, H198 1.090, H199 1.090
191 O -2.240 7.098 -1.771  C190 1.398, C192 1.425
192 C -2.714 6.693 -3.053  O191 1.425, H200 1.090, H201 1.090, H202 1.090
193 N -3.312 6.892 1.766  C189 1.436, H203 1.010, H204 1.010
194 H -1.181 5.405 1.691  C188 1.090
195 H -1.157 5.013 -0.063  C188 1.090
196 H -2.477 4.507 0.877  C188 1.090
197 H -1.741 7.417 0.793  C189 1.090
198 H -3.628 8.021 -0.733  C190 1.090
199 H -4.026 6.374 -0.973  C190 1.090
200 H -2.048 6.784 -3.911  C192 1.090
201 H -3.726 7.042 -3.255  C192 1.090
202 H -2.801 5.608 -3.095  C192 1.090
203 H -4.065 7.548 1.615  N193 1.010
204 H -3.844 6.043 1.896  N193 1.010
205 C 5.565 -6.845 0.966  C206 1.530, H211 1.090, H212 1.090, H213 1.090
206 C 6.619 -6.138 1.821  C205 1.530, C207 1.522, N210 1.408, H214 1.090
207 C 6.062 -5.076 2.759  C206 1.522, O208 1.417, H215 1.090, H216 1.090
208 O 5.603 -3.999 1.961  C207 1.417, C209 1.457
209 C 5.215 -2.751 2.605  O208 1.457, H217 1.090, H218 1.090, H219 1.090
210 N 7.458 -6.980 2.576  C206 1.408, H220 1.010, H221 1.010
211 H 4.907 -7.498 1.539  C205 1.090
212 H 6.115 -7.482 0.273  C205 1.090
213 H 4.929 -6.175 0.387  C205 1.090
214 H 7.380 -5.767 1.135  C206 1.090
215 H 6.818 -4.667 3.428  C207 1.090
216 H 5.349 -5.597 3.398  C207 1.090
217 H 4.418 -2.307 2.009  C209 1.090
218 H 6.085 -2.100 2.519  C209 1.090
219 H 4.866 -2.731 3.637  C209 1.090
220 H 6.912 -7.490 3.254  N210 1.010
221 H 8.150 -6.519 3.150  N210 1.010
222 C 7.542 -4.104 -1.187  C223 1.560, H228 1.090, H229 1.090, H230 1.090
223 C 6.101 -3.604 -1.514  C222 1.560, C224 1.508, N227 1.504, H231 1.090
224 C 6.052 -2.154 -1.923  C223 1.508, O225 1.454, H232 1.090, H233 1.090
225 O 4.694 -1.755 -2.255  C224 1.454, C226 1.419
226 C 3.598 -1.484 -1.395  O225 1.419, H234 1.090, H235 1.090, H236 1.090
227 N 5.452 -4.568 -2.468  C223 1.504, H237 1.010, H238 1.010
228 H 7.686 -5.155 -0.937  C222 1.090
229 H 7.998 -3.566 -0.356  C222 1.090
230 H 8.244 -3.908 -1.998  C222 1.090
231 H 5.436 -3.686 -0.654  C223 1.090
232 H 6.689 -2.152 -2.807  C224 1.090
233 H 6.471 -1.462 -1.192  C224 1.090
234 H 3.199 -2.296 -0.787  C226 1.090
235 H 2.810 -1.172 -2.081  C226 1.090
236 H 3.925 -0.691 -0.723  C226 1.090
237 H 4.609 -4.086 -2.747  N227 1.010
238 H 5.962 -4.565 -3.339  N227 1.010
239 C -2.769 -2.748 5.624  C240 1.440, H245 1.090, H246 1.090, H247 1.090
240 C -3.615 -2.217 4.587  C239 1.440, C241 1.528, N244 1.490, H248 1.090
241 C -5.050 -1.919 5.017  C240 1.528, O242 1.459, H249 1.090, H250 1.090
242 O -5.837 -1.348 3.929  C241 1.459, C243 1.372
243 C -7.137 -1.051 4.250  O242 1.372, H251 1.090, H252 1.090, H253 1.090
244 N -2.907 -1.029 4.033  C240 1.490, H254 1.010, H255 1.010
245 H -2.069 -2.060 6.099  C239 1.090
246 H -2.098 -3.408 5.074  C239 1.090
247 H -3.266 -3.420 6.323  C239 1.090
248 H -3.478 -2.936 3.780  C240 1.090
249 H -4.988 -1.273 5.893  C241 1.090
250 H -5.506 -2.891 5.206  C241 1.090
251 H -7.154 -0.299 5.040  C243 1.090
252 H -7.640 -1.932 4.649  C243 1.090
253 H -7.583 -0.667 3.333  C243 1.090
254 H -2.972 -0.255 4.678  N244 1.010
255 H -3.385 -0.603 3.252  N244 1.010
256 C -3.865 2.121 8.646  C257 1.496, H262 1.090, H263 1.090, H264 1.090
257 C -2.855 1.030 8.479  C256 1.496, C258 1.520, N261 1.461, H265 1.090
258 C -3.357 -0.340 8.907  C257 1.520, O259 1.461, H266 1.090, H267 1.090
259 O -3.488 -0.591 10.341  C258 1.461, C260 1.435
260 C -3.894 -1.938 10.621  O259 1.435, H268 1.090, H269 1.090, H270 1.090
261 N -2.558 1.032 7.048  C257 1.461, H271 1.010, H272 1.010
262 H -3.495 3.108 8.372  C256 1.090
263 H -4.168 2.227 9.687  C256 1.090
264 H -4.784 2.023 8.067  C256 1.090
265 H -1.928 1.243 9.011  C257 1.090
266 H -2.607 -1.034 8.528  C258 1.090
267 H -4.248 -0.648 8.361  C258 1.090
268 H -3.365 -2.692 10.038  C260 1.090
269 H -4.954 -2.037 10.389  C260 1.090
270 H -3.708 -2.303 11.632  C260 1.090
271 H -2.108 1.898 6.786  N261 1.010
272 H -1.922 0.294 6.784  N261 1.010
273 C 2.268 4.965 -8.513  C274 1.469, H279 1.090, H280 1.090, H281 1.090
274 C 2.651 3.706 -9.164  C273 1.469, C275 1.622, N278 1.475, H282 1.090
275 C 4.236 3.480 -9.424  C274 1.622, O276 1.438, H283 1.090, H284 1.090
276 O 4.854 3.834 -10.673  C275 1.438, C277 1.432
277 C 4.512 2.966 -11.758  O276 1.432, H285 1.090, H286 1.090, H287 1.090
278 N 1.985 2.557 -8.520  C274 1.475, H288 1.010, H289 1.010
279 H 1.248 5.348 -8.507  C273 1.090
280 H 2.979 5.697 -8.895  C273 1.090
281 H 2.573 4.880 -7.470  C273 1.090
282 H 2.154 3.674 -10.134  C274 1.090
283 H 4.447 2.433 -9.206  C275 1.090
284 H 4.907 3.987 -8.730  C275 1.090
285 H 4.477 1.886 -11.617  C277 1.090
286 H 5.170 3.135 -12.611  C277 1.090
287 H 3.545 3.151 -12.226  C277 1.090
288 H 2.432 2.508 -7.615  N278 1.010
289 H 2.284 1.716 -8.993  N278 1.010
290 C 0.473 -5.489 -2.309  C291 1.549, H296 1.090, H297 1.090, H298 1.090
291 C 1.882 -5.163 -1.757  C290 1.549, C292 1.573, N295 1.414, H299 1.090
292 C 2.105 -5.436 -0.224  C291 1.573, O293 1.438, H300 1.090, H301 1.090
293 O 1.187 -4.756 0.649  C292 1.438, C294 1.437
294 C 1.745 -4.697 1.971  O293 1.437, H302 1.090, H303 1.090, H304 1.090
295 N 2.827 -5.796 -2.597  C291 1.414, H305 1.010, H306 1.010
296 H 0.438 -5.711 -3.376  C290 1.090
297 H -0.103 -4.571 -2.189  C290 1.090
298 H -0.091 -6.208 -1.715  C290 1.090
299 H 2.017 -4.099 -1.953  C291 1.090
300 H 3.072 -5.023 0.064  C292 1.090
301 H 2.188 -6.510 -0.059  C292 1.090
302 H 2.050 -5.701 2.265  C294 1.090
303 H 0.941 -4.574 2.697  C294 1.090
304 H 2.569 -3.997 2.107  C294 1.090
305 H 2.902 -6.743 -2.255  N295 1.010
306 H 3.678 -5.298 -2.379  N295 1.010
307 C 1.802 4.298 2.816  C308 1.507, H313 1.090, H314 1.090, H315 1.090
308 C 1.112 3.535 3.917  C307 1.507, C309 1.570, N312 1.412, H316 1.090
309 C -0.159 4.329 4.387  C308 1.570, O310 1.404, H317 1.090, H318 1.090
310 O -0.031 5.668 4.789  C309 1.404, C311 1.430
311 C 0.080 5.886 6.198  O310 1.430, H319 1.090, H320 1.090, H321 1.090
312 N 0.711 2.277 3.416  C308 1.412, H322 1.010, H323 1.010
313 H 2.190 5.294 3.028  C307 1.090
314 H 1.105 4.480 1.998  C307 1.090
315 H 2.591 3.676 2.392  C307 1.090
316 H 1.794 3.319 4.738  C308 1.090
317 H -0.711 3.771 5.144  C309 1.090
318 H -0.923 4.384 3.613  C309 1.090
319 H 0.117 6.959 6.386  C311 1.090
320 H 1.076 5.588 6.527  C311 1.090
321 H -0.727 5.395 6.742  C311 1.090
322 H 0.679 1.658 4.214  N312 1.010
323 H 1.392 1.725 2.915  N312 1.010
324 C -1.999 -0.232 -0.074  C325 1.497, H330 1.090, H331 1.090, H332 1.090
325 C -0.809 0.303 0.660  C324 1.497, C326 1.566, N329 1.467, H333 1.090
326 C -0.055 1.303 -0.281  C325 1.566, O327 1.399, H334 1.090, H335 1.090
327 O 0.140 0.605 -1.477  C326 1.399, C328 1.352
328 C 0.756 1.364 -2.411  O327 1.352, H336 1.090, H337 1.090, H338 1.090
329 N -1.304 0.950 1.879  C325 1.467, H339 1.010, H340 1.010
330 H -2.594 0.557 -0.533  C324 1.090
331 H -2.615 -0.809 0.615  C324 1.090
332 H -1.822 -0.947 -0.878  C324 1.090
333 H -0.073 -0.494 0.772  C325 1.090
334 H 0.836 1.533 0.302  C326 1.090
335 H -0.541 2.278 -0.309  C326 1.090
336 H 1.825 1.442 -2.214  C328 1.090
337 H 0.249 2.319 -2.552  C328 1.090
338 H 0.532 0.939 -3.390  C328 1.090
339 H -1.326 0.302 2.654  N329 1.010
340 H -0.600 1.569 2.254  N329 1.010